# 1
DFT (ωB97M-V with the def2-TZVPD basis set) results for a single C14H17N3O2S molecule in a non-equilibrium geometry.

Atoms and positions in Å:
C: 2.77 1.93 1.41
H: 3.78 1.81 1.92
H: 2.67 3.08 1.18
H: 1.95 1.44 1.84
C: 2.93 1.10 -0.20
N: 3.15 -0.22 0.10
C: 2.19 -1.24 0.24
O: 2.54 -2.27 0.07
C: 0.77 -0.67 -0.17
H: 0.53 -0.04 0.67
H: 0.55 -0.09 -1.05
S: -0.23 -2.14 0.01
C: -1.71 -1.72 -0.05
N: -1.86 -0.18 -0.03
C: -3.18 0.20 -0.22
C: -3.43 1.57 -0.10
C: -4.60 1.95 -0.21
C: -5.78 1.23 -0.08
C: -5.47 0.03 -0.10
C: -4.32 -0.58 0.12
C: -4.15 -2.07 0.05
O: -5.08 -2.81 0.40
N: -2.76 -2.32 0.22
H: -2.61 -3.37 0.43
H: -6.42 -0.58 -0.20
H: -6.66 1.73 -0.20
H: -4.76 3.00 -0.37
H: -2.45 2.39 -0.34
C: 4.52 -0.54 0.30
C: 5.31 -0.69 -1.10
H: 4.79 -1.31 -1.80
H: 5.20 0.26 -1.86
H: 6.35 -0.89 -1.02
H: 4.61 -1.59 0.69
H: 5.08 0.19 0.79
H: 2.04 1.63 -0.61
H: 3.76 1.77 -0.74

Results
E_LUMO = 0.17 eV
gap between HOMO and LUMO = 7.98 eV
SMILES = CCN(CC)C(=O)CSc1nc2ccccc2c(=O)[nH]1
relative energy (zero: lowest compared OMol25 entry of this formula, charge and spin) = 1082.4 kJ/mol
largest force on an atom = 13.75 eV/A

# 2
DFT (ωB97M-V with the def2-TZVPD basis set) results for 3 unconnected molecules or ions with the total composition H6O3 in a non-equilibrium geometry.

Atoms and positions in Å:
O: 6.50 7.66 33.30
H: 6.11 7.46 34.25
H: 7.25 8.28 33.52
O: 8.72 8.84 34.07
H: 9.23 9.48 33.74
H: 9.18 8.07 34.17
O: 10.35 11.13 33.58
H: 10.89 11.05 32.83
H: 10.06 11.90 33.52

Results
E_LUMO = 0.55 eV
gap between HOMO and LUMO = 10.88 eV
SMILES = O.O.O
relative energy (zero: lowest compared OMol25 entry of this formula, charge and spin) = 137.3 kJ/mol
largest force on an atom = 10.56 eV/A

# 3
DFT (ωB97M-V with the def2-TZVPD basis set) results for a single C5H8O molecule in a non-equilibrium geometry.

Atoms and positions in Å:
O: 2.07 -0.14 -0.45
C: 1.08 -0.02 0.53
C: 0.17 1.23 0.52
C: -1.00 0.29 0.26
C: -0.94 -0.41 -1.04
C: -0.16 -0.99 0.12
H: 1.42 -0.76 -0.87
H: 1.42 -0.31 1.52
H: 0.38 1.96 -0.27
H: 0.13 1.73 1.49
H: -1.89 0.29 0.86
H: -0.42 0.03 -1.89
H: -1.85 -0.96 -1.33
H: -0.46 -1.95 0.57

Results
E_LUMO = 1.10 eV
gap between HOMO and LUMO = 10.77 eV
SMILES = O[C@H]1C[C@H]2C[C@H]21
relative energy (zero: lowest compared OMol25 entry of this formula, charge and spin) = 269.2 kJ/mol
largest force on an atom = 2.78 eV/A

Q: Number 2 is which compound?
A: H6O3

Q: What is the largest force on an atom in the second record?
A: 10.56 eV/A

Q: Among the records above, which one has the lowest gap between HOMO and LUMO?
A: C14H17N3O2S